{
  "formula": "C39H36ClN3PbSi2",
  "method": "the ωB97M-V functional and the def2-TZVPD basis",
  "homo_lumo_gap_ev": 5.83,
  "homo_energy_ev": -12.094,
  "total_charge": 2,
  "molar_mass_da": 845.56,
  "species": ["C", "C", "C", "H", "C", "C", "H", "H", "H", "H", "Pb", "Si", "C", "C", "H", "C", "H", "C", "H", "C", "H", "C", "H", "C", "C", "H", "C", "H", "C", "H", "C", "H", "C", "H", "H", "Si", "C", "C", "H", "C", "H", "C", "H", "C", "H", "C", "H", "C", "C", "H", "C", "H", "C", "H", "C", "H", "C", "H", "H", "Cl", "N", "C", "C", "C", "C", "C", "N", "C", "C", "C", "C", "C", "N", "H", "H", "H", "H", "H", "H", "H", "H", "H"],
  "coordinates": [[4.3989, -1.0937, 2.2011], [4.2271, -1.0137, 0.7895], [3.7288, 0.2846, 0.4779], [4.5017, -1.7858, 0.0703], [3.5870, 1.0049, 1.6975], [4.0074, 0.1550, 2.7609], [4.1083, 0.4404, 3.8077], [4.8356, -1.9295, 2.7480], [3.5676, 0.6926, -0.5212], [3.2832, 2.0480, 1.7901], [1.3944, -1.1244, 1.9781], [-1.3028, 0.4759, -0.4450], [-0.7018, -0.8212, -1.6276], [-1.5965, -1.7970, -2.1041], [-2.6363, -1.7739, -1.7674], [-1.1976, -2.7444, -3.0489], [-1.9526, -3.3889, -3.5064], [0.1474, -2.8426, -3.4184], [0.4620, -3.5951, -4.1468], [1.0789, -1.9645, -2.8492], [2.1381, -2.0491, -3.1064], [0.6630, -0.9575, -1.9725], [1.4090, -0.2744, -1.5526], [-0.3299, 2.0510, -0.5607], [0.3349, 2.4222, -1.7430], [0.1764, 1.8567, -2.6652], [1.2209, 3.5075, -1.7498], [1.7360, 3.7758, -2.6742], [1.4615, 4.2303, -0.5796], [2.1728, 5.0578, -0.5825], [0.7967, 3.8804, 0.6014], [0.9861, 4.4476, 1.5172], [-0.0908, 2.8011, 0.6133], [-0.5897, 2.5076, 1.5427], [-0.8067, -0.0591, 0.8631], [-3.9486, 1.2034, -1.7729], [-3.4903, 2.9790, -1.9749], [-3.5554, 3.5738, -3.2513], [-3.8695, 2.9864, -4.1157], [-3.2241, 4.9204, -3.4082], [-3.2585, 5.3796, -4.4005], [-2.8480, 5.6827, -2.2914], [-2.5856, 6.7374, -2.4110], [-2.8174, 5.1000, -1.0173], [-2.5071, 5.6840, -0.1472], [-3.1844, 3.7671, -0.8508], [-3.2076, 3.3299, 0.1477], [-3.8957, 0.3235, -3.3989], [-2.7031, 0.3730, -4.1336], [-1.8361, 0.9056, -3.7376], [-2.6036, -0.2950, -5.3525], [-1.6357, -0.3328, -5.8579], [-3.7358, -0.9019, -5.9090], [-3.6591, -1.3904, -6.8847], [-4.9608, -0.8722, -5.2243], [-5.8491, -1.3190, -5.6812], [-5.0427, -0.2755, -3.9643], [-5.9853, -0.2495, -3.4160], [-5.3432, 1.1484, -1.2517], [-3.3950, 0.2596, 0.1781], [1.9920, -3.2633, 5.0831], [2.1902, -3.9689, 3.8961], [2.5840, -5.3149, 4.0135], [2.8201, -6.0534, 2.8594], [2.6603, -5.4117, 1.6218], [2.2605, -4.0911, 1.5717], [1.9990, -3.3671, 2.7062], [1.7115, -1.9331, 5.3896], [1.6816, -1.5879, 6.7536], [1.4522, -0.2636, 7.1115], [1.2765, 0.6754, 6.0839], [1.3116, 0.2705, 4.7636], [1.4895, -1.0408, 4.4048], [2.1380, -3.8327, 5.9089], [2.6944, -5.7364, 5.0090], [3.1133, -7.0976, 2.9189], [2.8475, -5.9442, 0.6863], [2.1424, -3.5713, 0.6104], [1.8425, -2.3707, 7.4889], [1.4056, 0.0300, 8.1544], [1.1119, 1.7325, 6.3069], [1.1979, 0.9982, 3.9473]],
  "atomic_forces_ev_per_a": [[-0.554, 0.191, 0.148], [-0.658, 0.144, -0.076], [-0.158, -0.011, 0.323], [-0.049, 0.264, 0.218], [-0.362, -0.287, -0.454], [-0.314, -0.456, -0.130], [-0.071, -0.098, -0.322], [-0.158, 0.261, -0.181], [0.030, -0.166, 0.336], [0.136, -0.324, -0.027], [2.763, 0.583, 0.021], [2.994, -0.796, 1.466], [-0.657, -0.944, -0.407], [0.097, 0.221, -0.274], [0.237, -0.066, -0.332], [0.012, -0.100, 0.152], [0.333, 0.070, 0.262], [-0.199, 0.291, 0.138], [-0.086, 0.306, 0.270], [-0.100, -0.035, 0.093], [-0.368, 0.049, 0.112], [-0.076, 0.297, 0.000], [-0.235, -0.150, -0.235], [-0.230, 0.667, -0.025], [-0.077, 0.192, 0.023], [0.039, 0.202, 0.257], [-0.056, -0.228, 0.036], [-0.166, -0.091, 0.295], [-0.233, -0.243, -0.012], [-0.253, -0.229, -0.012], [-0.098, -0.175, 0.046], [-0.098, -0.236, -0.317], [0.112, -0.053, -0.201], [0.161, 0.208, -0.231], [-0.525, 0.243, 0.041], [-3.488, 1.028, -1.441], [0.508, 0.205, 0.696], [0.316, -0.101, 0.099], [0.222, 0.157, 0.205], [-0.101, 0.145, 0.311], [-0.043, -0.180, 0.403], [0.023, -0.307, -0.056], [-0.052, -0.409, 0.016], [-0.158, 0.064, 0.014], [-0.215, -0.110, -0.326], [0.306, 0.175, -0.478], [0.123, 0.129, -0.165], [0.377, -0.131, 0.113], [-0.001, -0.471, -0.235], [-0.152, -0.203, -0.104], [-0.040, 0.200, -0.032], [-0.405, 0.079, 0.003], [0.017, 0.046, 0.278], [-0.082, 0.148, 0.389], [0.108, 0.105, -0.079], [0.341, 0.193, 0.216], [0.360, -0.086, 0.168], [0.212, -0.138, -0.176], [0.193, -0.104, -0.247], [0.917, 0.262, -0.739], [-0.087, -0.114, 0.133], [-0.212, 0.574, -0.305], [0.065, -0.106, -0.534], [-0.298, 0.783, 0.454], [0.033, -0.003, -0.577], [-0.008, -0.317, 0.910], [0.243, -0.966, -0.308], [-0.042, 0.020, -0.735], [-0.087, 0.623, -0.028], [0.048, -0.753, -0.674], [-0.052, 0.514, -0.267], [-0.070, -0.707, 0.603], [-0.098, 0.636, 0.921], [-0.035, 0.150, -0.242], [0.040, -0.059, -0.217], [-0.016, 0.199, -0.017], [-0.059, 0.174, 0.373], [0.042, -0.221, 0.469], [-0.019, 0.212, 0.001], [0.051, -0.032, -0.131], [0.082, -0.416, -0.032], [0.057, -0.388, 0.372]]
}

=====

{
  "formula": "C39H36ClN3Si2W",
  "method": "the ωB97M-V functional and the def2-TZVPD basis",
  "homo_lumo_gap_ev": [3.54, 3.91],
  "homo_energy_ev": [-11.812, -11.812],
  "total_charge": 2,
  "multiplicity": 3,
  "molar_mass_da": 822.20,
  "species": ["C", "C", "C", "H", "C", "C", "H", "H", "H", "H", "W", "Si", "C", "C", "H", "C", "H", "C", "H", "C", "H", "C", "H", "C", "C", "H", "C", "H", "C", "H", "C", "H", "C", "H", "H", "Si", "C", "C", "H", "C", "H", "C", "H", "C", "H", "C", "H", "C", "C", "H", "C", "H", "C", "H", "C", "H", "C", "H", "H", "Cl", "N", "C", "C", "C", "C", "C", "N", "C", "C", "C", "C", "C", "N", "H", "H", "H", "H", "H", "H", "H", "H", "H"],
  "coordinates": [[-2.1541, -0.2357, 4.2341], [-2.4252, 0.0878, 2.8633], [-2.0805, -1.0556, 2.0704], [-2.8861, 1.0008, 2.4980], [-1.5906, -2.0770, 2.9418], [-1.6317, -1.5724, 4.2785], [-1.4078, -2.1352, 5.1852], [-2.4122, 0.3714, 5.1021], [-2.2616, -1.1698, 1.0095], [-1.2901, -3.0805, 2.6397], [-0.2568, -0.3053, 3.0482], [-0.8781, -0.2508, -3.6106], [-0.4790, 1.3365, -4.5090], [0.7637, 1.4766, -5.1445], [1.4769, 0.6491, -5.1422], [1.0892, 2.6845, -5.7699], [2.0457, 2.7819, -6.2868], [0.1815, 3.7456, -5.7522], [0.4135, 4.6736, -6.2785], [-1.0344, 3.6276, -5.0665], [-1.7291, 4.4694, -5.0521], [-1.3589, 2.4264, -4.4276], [-2.2880, 2.3139, -3.8647], [-0.2968, -1.6513, -4.7076], [-0.7161, -1.6386, -6.0490], [-1.4283, -0.8792, -6.3828], [-0.2078, -2.5772, -6.9564], [-0.5270, -2.5597, -8.0023], [0.7220, -3.5334, -6.5285], [1.1301, -4.2558, -7.2396], [1.1284, -3.5663, -5.1896], [1.8638, -4.3055, -4.8582], [0.5983, -2.6487, -4.2768], [0.9002, -2.6832, -3.2264], [-2.3288, -0.2849, -3.3530], [0.7983, -0.0083, -1.8704], [0.0808, -1.5856, -1.0608], [-1.2821, -1.9348, -1.1596], [-2.0486, -1.2141, -1.4790], [-1.7212, -3.2351, -0.8955], [-2.7498, -3.5042, -1.1352], [-0.8437, -4.1733, -0.3615], [-1.1677, -5.2001, -0.1932], [0.4593, -3.7771, -0.0487], [1.1375, -4.4703, 0.4525], [0.9197, -2.5084, -0.4033], [1.9419, -2.2264, -0.1556], [-0.0668, 1.5062, -1.1229], [-1.2917, 1.3862, -0.4526], [-1.6836, 0.3993, -0.2047], [-2.0416, 2.5063, -0.1133], [-3.0318, 2.3744, 0.3278], [-1.5356, 3.7851, -0.3558], [-2.1320, 4.6681, -0.1145], [-0.2568, 3.9195, -0.9049], [0.1651, 4.9133, -1.0667], [0.4829, 2.7924, -1.2654], [1.4900, 2.9104, -1.6710], [2.2174, 0.1059, -1.4996], [1.3387, 0.1575, 1.3526], [0.7663, 0.4151, 5.9312], [0.5604, 1.6160, 5.2195], [0.7168, 2.8439, 5.8559], [0.5849, 4.0072, 5.1067], [0.3181, 3.9084, 3.7288], [0.1557, 2.6733, 3.1413], [0.2308, 1.5273, 3.9069], [1.5167, -0.6833, 5.4560], [2.5063, -1.2572, 6.2490], [3.2999, -2.2594, 5.7130], [3.0834, -2.6674, 4.3880], [2.0573, -2.1118, 3.6465], [1.2753, -1.1182, 4.1974], [0.9507, 0.5927, 6.9206], [0.9458, 2.8352, 6.9242], [0.6948, 4.9832, 5.5658], [0.2469, 4.7977, 3.0970], [-0.0001, 2.5239, 2.0667], [2.6256, -0.8619, 7.2622], [4.0901, -2.7266, 6.2975], [3.7145, -3.4175, 3.9150], [1.8371, -2.3864, 2.6157]],
  "atomic_forces_ev_per_a": [[-1.124, -0.879, 0.266], [-0.855, -0.603, 0.621], [-0.941, -0.490, -0.018], [0.318, -0.039, 0.075], [-0.926, -0.627, 0.218], [-1.436, -0.022, 0.233], [0.190, 0.296, -0.336], [0.389, -0.067, -0.326], [0.325, -0.018, 0.077], [0.038, 0.335, 0.022], [4.630, 1.908, -3.400], [2.082, 0.462, -1.564], [-0.364, 0.255, 0.148], [-0.241, 0.577, -0.072], [-0.186, 0.149, -0.131], [-0.015, -0.283, 0.073], [-0.290, 0.035, 0.139], [-0.256, -0.002, 0.128], [-0.030, -0.280, 0.196], [0.139, -0.046, -0.056], [0.204, -0.237, 0.031], [0.468, 0.033, -0.392], [0.124, 0.145, -0.263], [-0.215, -0.494, 0.016], [0.314, -0.388, -0.048], [0.245, -0.225, -0.012], [-0.012, 0.038, 0.163], [0.107, 0.004, 0.392], [-0.089, 0.182, 0.172], [-0.138, 0.266, 0.238], [-0.118, 0.034, -0.011], [-0.313, 0.228, -0.125], [-0.005, 0.237, -0.460], [-0.004, -0.073, -0.348], [0.003, 0.103, 0.494], [-2.585, -0.383, 0.614], [0.185, -0.041, 1.324], [0.058, -0.294, -0.211], [0.551, -0.400, -0.163], [0.002, 0.170, 0.133], [0.204, 0.026, 0.185], [0.105, -0.014, 0.061], [0.080, 0.263, 0.015], [0.102, -0.059, 0.083], [-0.164, 0.061, -0.223], [-0.522, -0.191, -0.150], [-0.047, -0.115, -0.270], [0.556, 0.199, 0.701], [-0.074, 0.146, -0.222], [0.053, 0.269, -0.316], [0.002, 0.112, 0.208], [0.202, 0.139, -0.082], [0.106, 0.058, -0.028], [0.211, -0.273, -0.103], [-0.051, 0.158, 0.139], [-0.144, -0.269, 0.056], [-0.388, -0.238, -0.055], [-0.324, 0.034, -0.067], [0.254, -0.137, -0.639], [-1.026, -0.252, 1.255], [0.075, -0.110, 0.274], [0.105, -0.150, -0.745], [-0.057, 0.082, 0.039], [-0.198, -0.525, -0.229], [0.016, 0.161, -0.260], [0.176, -0.369, 0.761], [0.607, 1.131, 0.893], [0.054, 0.343, -0.687], [-0.035, 0.044, 0.222], [-0.302, 0.094, -0.108], [-0.217, -0.064, -0.511], [0.154, 0.503, 1.092], [0.584, -0.502, 0.941], [-0.163, -0.106, -0.445], [-0.009, 0.262, -0.378], [0.033, -0.126, 0.011], [0.041, -0.323, 0.301], [-0.124, 0.177, 0.393], [0.193, -0.317, -0.355], [-0.167, 0.182, -0.077], [-0.161, 0.136, 0.208], [0.034, -0.005, 0.274]]
}